# 1
A 2-piece molecular cluster, C2H9N overall, computed with ωB97M-V/def2-TZVPD.

The value obtained for the HOMO-LUMO gap is 10.05 eV. Its multiplicity is 1. The calculation puts the HOMO energy at -0.331 Eh. Its total energy is -136.325090 a.u. The LUMO energy comes out at 0.03801 Eh. Its energy above the lowest of the compared OMol25 structures with the same formula, charge and spin is 44.5 kJ/mol.

Atoms and positions in Å:
C -0.917767 -1.728094 -1.474220
H -0.983474 -1.160204 -0.542571
H -1.895731 -2.092325 -1.748497
H -0.199336 -2.495899 -1.173612
H -0.422091 -1.160624 -2.251874
C 0.551304 1.639968 0.658749
N 0.795197 0.776160 1.769038
H 0.482984 1.180846 -0.341624
H 1.340831 2.391383 0.553882
H -0.357413 2.224834 0.772594
H -0.007097 0.232916 2.061085
H 1.612592 0.191041 1.717049

Cartesian forces, eV/Å:
C 0.98 0.01 1.06
H -0.27 0.44 -0.33
H -0.02 -0.25 -0.18
H -0.41 -0.48 -0.40
H -0.27 0.29 -0.14
C 0.29 0.65 -1.25
N -0.30 -0.20 0.92
H -0.06 -0.26 0.20
H 0.09 -0.12 0.23
H -0.20 -0.12 0.33
H 0.18 0.03 -0.19
H -0.01 0.01 -0.25

# 2
A 2-piece molecular cluster, C2H9N2 overall, computed with ωB97M-V/def2-TZVPD.

The value obtained for the HOMO-LUMO gap is 11.82 eV. Its multiplicity is 1. As for the total charge: +1. The calculation puts the HOMO energy at -0.556 Eh. Its total energy is -190.821785 a.u. The LUMO energy comes out at -0.12122 Eh. Its energy above the lowest of the compared OMol25 structures with the same formula, charge and spin is 137.8 kJ/mol.

Atoms and positions in Å:
N 0.231238 -1.418353 1.559573
H -0.396041 -2.200998 1.598424
H -0.441358 -0.506360 0.168006
H 0.153964 -0.845922 2.473944
H 1.104532 -2.024544 1.402337
C 1.011048 1.267147 -1.227637
C -0.160275 1.280073 -0.623828
N -0.967061 0.030902 -0.583767
H 1.428337 0.442321 -1.848427
H 1.453599 2.288479 -1.147412
H -0.582772 1.939369 0.196080
H -0.837131 -0.425334 -1.461874
H -1.998081 0.173221 -0.505418

Cartesian forces, eV/Å:
N 1.15 -0.18 0.23
H -1.12 -0.05 0.48
H -0.80 -0.83 0.72
H 0.79 -1.78 -1.88
H -0.92 2.12 0.94
C -0.16 1.68 -0.20
C -1.09 -0.33 1.77
N -0.13 0.75 -0.39
H -0.40 0.92 0.53
H 0.48 -1.31 -0.28
H 0.98 -0.12 -1.67
H 0.13 -0.75 -0.80
H 1.09 -0.12 0.53

# 3
A 2-piece molecular cluster, C2H9N2 overall, computed with ωB97M-V/def2-TZVPD.

The value obtained for the HOMO-LUMO gap is 11.56 eV. Its multiplicity is 1. As for the total charge: +1. The calculation puts the HOMO energy at -0.557 Eh. Its total energy is -190.824590 a.u. The LUMO energy comes out at -0.13199 Eh. Its energy above the lowest of the compared OMol25 structures with the same formula, charge and spin is 130.5 kJ/mol.

Atoms and positions in Å:
N -0.998064 1.787226 1.429610
H 0.131569 0.210775 0.961335
H -1.509014 2.374335 0.760029
H -0.128077 2.312792 1.393994
H -1.518474 1.886849 2.276625
C 0.770408 -0.496413 -1.780859
C 0.009251 -1.086625 -0.873627
N 0.380331 -0.721937 0.568293
H 1.323450 0.388090 -1.486603
H 0.774007 -0.772353 -2.822553
H -0.530905 -2.017709 -0.819750
H 0.131517 -1.347878 1.342230
H 1.394206 -0.814957 0.572479

Cartesian forces, eV/Å:
N 0.38 0.41 -1.98
H -0.76 0.34 -0.68
H -0.33 -0.74 -0.02
H 0.07 0.09 1.15
H 0.25 0.22 0.87
C -1.04 0.11 0.17
C 1.23 -0.33 1.50
N 0.96 -0.03 0.58
H 0.29 -0.13 -0.13
H -0.17 -0.05 -0.07
H -0.37 0.15 -0.83
H -0.70 -0.38 -0.69
H 0.20 0.35 0.12

# 4
A 2-piece molecular cluster, C2H9N2 overall, computed with ωB97M-V/def2-TZVPD.

The value obtained for the HOMO-LUMO gap is 9.53 eV. Its multiplicity is 1. As for the total charge: +1. The calculation puts the HOMO energy at -0.488 Eh. Its total energy is -190.825722 a.u. The LUMO energy comes out at -0.13793 Eh. Its energy above the lowest of the compared OMol25 structures with the same formula, charge and spin is 127.5 kJ/mol.

Atoms and positions in Å:
N -1.085861 0.805029 -1.397026
H -1.582619 1.489728 -0.746416
H -1.740878 0.483593 -2.138060
H -0.802504 -0.072660 -0.924984
H -0.311455 1.179130 -1.882862
C 0.315119 0.611571 1.463879
C 0.927294 -0.280918 0.649420
N 0.251046 -1.239520 -0.103479
H -0.727775 0.516436 1.817128
H 0.832854 1.555307 1.668192
H 2.041517 -0.210309 0.423234
H 0.920312 -1.765194 -0.675478
H -0.240226 -2.118501 0.282995

Cartesian forces, eV/Å:
N -3.20 0.24 -0.01
H 1.09 -1.06 -1.15
H 0.13 0.51 0.54
H 0.74 -0.60 0.77
H 1.25 0.95 -0.27
C 0.44 -0.17 -0.95
C 0.87 1.65 1.34
N -0.73 -3.96 -0.91
H 0.60 -0.01 -0.44
H 0.00 -0.72 0.62
H -1.68 0.20 0.22
H -0.03 0.63 -0.13
H 0.54 2.33 0.37

# 5
An isolated ion of composition C2H9N2 and charge +1, computed with ωB97M-V/def2-TZVPD.

The value obtained for the HOMO-LUMO gap is 11.87 eV. Its multiplicity is 1. As for the total charge: +1. The calculation puts the HOMO energy at -0.559 Eh. Its total energy is -190.819158 a.u. The LUMO energy comes out at -0.12233 Eh. Its energy above the lowest of the compared OMol25 structures with the same formula, charge and spin is 144.7 kJ/mol.

Atoms and positions in Å:
C 0.573069 -1.451925 -0.020833
C -0.678264 1.020757 -0.383425
N -1.095430 1.318868 0.857238
N 0.757902 -0.103452 -0.418133
H 1.438957 -2.113683 0.057273
H 0.066348 -1.328392 0.894259
H -0.004250 -1.901214 -0.900463
H -0.077877 1.717438 -0.874131
H -1.356664 0.532778 -0.990465
H -1.838942 0.846898 1.243618
H -0.454841 1.834556 1.303880
H 1.406980 0.411974 0.205995
H 1.052286 -0.006033 -1.421572

Cartesian forces, eV/Å:
C -0.92 -1.89 -2.30
C 1.23 -0.98 1.26
N 0.01 -1.11 -3.77
N 0.91 2.59 -1.45
H 0.31 0.66 0.24
H -0.96 -0.99 1.15
H 0.12 0.22 1.77
H 0.37 1.62 -0.65
H -1.29 -1.07 -1.22
H -1.58 -0.94 1.37
H 1.88 2.40 3.00
H -0.19 -0.44 -0.75
H 0.11 -0.09 1.35

# 6
A 2-piece molecular cluster, C2H9N2O overall, computed with ωB97M-V/def2-TZVPD.

The value obtained for the HOMO-LUMO gap is 6.66 eV. Its multiplicity is 1. As for the total charge: -1. The calculation puts the HOMO energy at -0.085 Eh. Its total energy is -266.304778 a.u. The LUMO energy comes out at 0.16002 Eh. Its energy above the lowest of the compared OMol25 structures with the same formula, charge and spin is 104.5 kJ/mol.

Atoms and positions in Å:
C -0.848718 -0.042568 -2.253410
O -1.449371 -0.622461 -1.128892
H 0.251265 -0.101212 -2.266296
H -1.231021 -0.591310 -3.125451
H -1.096007 1.024041 -2.329952
N 0.926514 1.409220 1.495169
C 1.218632 -0.024803 1.373259
N 0.095528 -0.790130 0.859069
H 0.861164 1.876999 0.590607
H -0.067926 1.463404 1.711424
H 2.059007 -0.122935 0.676792
H 1.540901 -0.327912 2.377377
H 0.489595 -1.537746 0.289138
H -0.731172 -0.637052 -0.341659

Cartesian forces, eV/Å:
C -0.52 -0.50 0.40
O 0.32 0.04 -0.56
H 0.01 -0.16 0.15
H 0.17 0.38 -0.30
H -0.08 0.13 -0.27
N -0.63 1.01 0.02
C -0.75 -0.30 -1.21
N 0.56 -0.13 0.25
H 0.59 -0.51 -0.26
H -0.03 -0.29 0.61
H 0.53 0.13 0.27
H 0.11 -0.13 0.13
H 0.26 -0.37 0.37
H -0.54 0.70 0.41

# 7
An isolated ion of composition C2H9N2O and charge +1, computed with ωB97M-V/def2-TZVPD.

The value obtained for the HOMO-LUMO gap is 11.62 eV. Its multiplicity is 1. As for the total charge: +1. The calculation puts the HOMO energy at -0.540 Eh. Its total energy is -266.087993 a.u. The LUMO energy comes out at -0.11339 Eh. Its energy above the lowest of the compared OMol25 structures with the same formula, charge and spin is 167.2 kJ/mol.

Atoms and positions in Å:
C -1.270590 -0.050309 -0.105808
N -1.552840 -0.862574 -1.195972
H -1.320463 -0.602683 0.843393
H -1.985729 0.758091 0.070756
H -1.822477 -0.402663 -2.045067
H -1.271027 -1.821148 -1.283891
N 0.134049 0.560995 -0.140260
C 1.144328 -0.035078 0.768825
O 2.154130 0.927798 0.741258
H 0.198189 1.534793 0.133841
H 0.502633 0.534120 -1.092236
H 0.626407 -0.175690 1.722999
H 1.514813 -0.986813 0.382751
H 2.948576 0.621162 1.199411

Cartesian forces, eV/Å:
C -0.58 -0.74 1.12
N -0.15 0.61 -0.32
H 0.25 -0.09 -0.34
H 0.23 0.12 -0.64
H -0.15 -0.14 -0.18
H 0.09 0.00 0.29
N 0.67 0.06 -0.17
C 0.48 -0.30 -0.05
O -0.06 -0.09 0.38
H -0.53 0.61 0.01
H -0.13 -0.10 -0.12
H 0.35 0.13 0.11
H -0.36 -0.10 -0.03
H -0.10 0.04 -0.05

# 8
A 2-piece molecular cluster, C2H9N2O overall, computed with ωB97M-V/def2-TZVPD.

The value obtained for the HOMO-LUMO gap is 11.39 eV. Its multiplicity is 1. As for the total charge: +1. The calculation puts the HOMO energy at -0.537 Eh. Its total energy is -266.132536 a.u. The LUMO energy comes out at -0.11882 Eh. Its energy above the lowest of the compared OMol25 structures with the same formula, charge and spin is 50.3 kJ/mol.

Atoms and positions in Å:
C 0.187800 -0.101416 -2.425860
N -0.712101 0.319833 -1.301981
H 1.008689 0.604820 -2.500826
H 0.538440 -1.114538 -2.238350
H -0.366789 -0.056947 -3.356259
H -1.389091 -0.433059 -1.151732
H -1.203214 1.166794 -1.574251
H -0.230324 0.411931 -0.373245
C -0.236845 0.026938 2.357904
N 0.989292 -0.413901 2.634215
O -0.562816 0.551732 1.292222
H -1.005275 -0.136259 3.121852
H 1.280025 -0.533851 3.593318
H 1.702215 -0.292082 1.922998

Cartesian forces, eV/Å:
C 0.10 0.19 0.00
N 0.36 -0.96 -0.56
H 0.12 -0.10 0.13
H 0.06 0.16 -0.02
H -0.12 -0.15 -0.03
H -0.21 0.39 0.03
H -0.11 0.14 0.44
H -0.38 0.43 -0.05
C -0.38 0.18 -0.20
N 0.19 0.19 -0.07
O 0.23 -0.37 -0.13
H 0.24 0.11 0.22
H -0.05 -0.27 -0.13
H -0.05 0.07 0.35

# 9
A 2-piece molecular cluster, C2H9N2O overall, computed with ωB97M-V/def2-TZVPD.

The value obtained for the HOMO-LUMO gap is 9.47 eV. Its multiplicity is 1. As for the total charge: +1. The calculation puts the HOMO energy at -0.507 Eh. Its total energy is -266.082706 a.u. The LUMO energy comes out at -0.15866 Eh. Its energy above the lowest of the compared OMol25 structures with the same formula, charge and spin is 181.1 kJ/mol.

Atoms and positions in Å:
C 1.442686 -0.677146 -1.312416
N 0.856584 -1.273417 -0.057593
H 0.813425 0.162882 -1.591900
H 2.443084 -0.332733 -1.072261
H 1.440324 -1.423264 -2.098712
H -0.089343 -1.633671 -0.199737
H 0.762328 -0.550819 0.663538
H 1.423464 -2.029157 0.334610
C -1.008471 1.716992 0.845713
N -2.063560 0.841544 0.785117
O -1.023819 2.754749 1.442006
H -0.113913 1.421791 0.256057
H -2.942587 1.175518 1.154207
H -1.940202 -0.153269 0.851371

Cartesian forces, eV/Å:
C -0.16 0.08 0.14
N -0.19 0.14 0.25
H 0.03 0.00 -0.05
H 0.05 -0.05 -0.10
H 0.09 -0.07 0.04
H 0.09 -0.13 -0.22
H 0.18 -0.02 0.00
H 0.04 0.02 -0.11
C -0.17 0.03 0.57
N -0.16 0.06 -0.25
O 0.01 0.19 -0.34
H 0.02 -0.25 0.06
H 0.11 0.03 0.27
H 0.06 -0.01 -0.23

# 10
A 2-piece molecular cluster, C2H9N2O overall, computed with ωB97M-V/def2-TZVPD.

The value obtained for the HOMO-LUMO gap (spin up / spin down) is 12.73 / 7.63 eV. Its multiplicity is 2. As for the total charge: +2. The calculation puts the HOMO energy (spin up / spin down) at -0.826 / -0.826 Eh. Its total energy is -265.555809 a.u. The LUMO energy (spin up / spin down) comes out at -0.35844 / -0.54551 Eh. Its energy above the lowest of the compared OMol25 structures with the same formula, charge and spin is 222.7 kJ/mol.

Atoms and positions in Å:
C 0.121364 1.554043 -1.561334
N 1.169467 0.723619 -0.849473
H -0.760591 1.120629 -1.125398
H 0.326342 2.606803 -1.432489
H 0.250305 1.355249 -2.621564
H 1.310302 1.136370 0.063617
H 1.995892 0.526755 -1.426885
H 0.735566 -0.298066 -0.704023
C -0.368617 -1.349249 1.269974
N -1.437689 -1.675648 1.959887
O -0.226596 -1.212207 0.009613
H 0.533730 -1.335431 1.913970
H -2.363845 -1.911793 1.628118
H -1.285629 -1.241074 2.875986

Cartesian forces, eV/Å:
C 1.05 -0.95 -0.55
N -0.81 -2.18 -0.72
H -1.01 0.82 -0.35
H -0.28 0.20 0.55
H -0.50 -0.21 -0.05
H 0.95 0.02 0.17
H 0.34 0.70 0.55
H 1.49 2.98 -0.63
C -1.16 -1.27 0.51
N 1.87 1.59 -0.26
O -1.07 -1.38 1.12
H 0.32 0.69 -0.54
H -0.31 0.13 -0.32
H -0.89 -1.13 0.51